[1]
{"formula": "C4H7NO", "method": "ωB97M-V/def2-TZVPD", "symbols": ["N", "C", "C", "C", "C", "O", "H", "H", "H", "H", "H", "H", "H"], "positions_angstrom": [[-1.31344, 2.04908, 0.03042], [-0.58457, 1.02146, 0.00230], [0.00504, 0.20486, 1.13145], [0.82434, -0.86936, 0.37250], [0.19307, -0.84529, -1.04913], [-0.21490, 0.50073, -1.19921], [-1.49604, 2.21928, -0.96456], [0.59684, 0.85461, 1.78897], [-0.78340, -0.20954, 1.77133], [0.78656, -1.84685, 0.86126], [1.87243, -0.55337, 0.34021], [-0.69432, -1.49083, -1.14876], [0.80840, -1.03477, -1.93677]], "forces_ev_per_a": [[0.2, -0.2, 0.0], [-0.2, 0.3, 0.0], [0.0, 0.0, -0.1], [0.0, 0.0, -0.1], [0.1, -0.2, 0.1], [-0.1, 0.1, -0.2], [-0.3, 0.5, 0.3], [0.0, -0.2, -0.3], [0.0, 0.0, -0.3], [0.0, 0.1, -0.2], [-0.2, -0.1, -0.2], [0.2, 0.0, 0.3], [0.3, -0.3, 0.6]], "e_above_lowest_kj_mol": 91.8, "homo_lumo_gap_ev": 10.8, "e_lumo_ev": 0.940, "smiles": "[H]/N=C1/CCCO1", "homo_energy_ev": -9.84, "charge": 0}

[2]
{"formula": "C4H7NO", "method": "ωB97M-V/def2-TZVPD", "symbols": ["C", "C", "C", "C", "N", "O", "H", "H", "H", "H", "H", "H", "H"], "positions_angstrom": [[0.33762, -0.28857, 0.71960], [-0.78853, -0.62219, 0.22752], [-1.56853, -1.43332, -0.71382], [1.97697, 1.46681, 0.86008], [1.46686, 0.09800, 1.18249], [2.22038, -0.55953, 2.00925], [-2.06232, 0.08613, 1.71751], [-2.51637, -1.01884, -0.92324], [-1.06163, -1.63634, -1.60606], [-1.53681, -2.39391, -0.17235], [2.85293, 1.57729, 1.47427], [2.25448, 1.61016, -0.23174], [1.23381, 2.20781, 1.26809]], "forces_ev_per_a": [[-3.7, -1.6, -2.1], [2.5, 1.8, 2.1], [0.8, -0.7, 2.1], [-0.7, 0.6, -0.3], [2.4, 1.1, 1.0], [-1.0, 0.1, -0.7], [0.6, -0.4, -0.9], [-1.2, 0.1, 0.0], [1.0, 0.1, -1.5], [-1.0, 0.1, -0.4], [0.4, -0.1, 0.0], [-0.7, -0.3, 1.4], [0.6, -0.6, -0.9]], "e_above_lowest_kj_mol": 790.6, "homo_lumo_gap_ev": [7.9, 8.2], "e_lumo_ev": [-0.634, -0.316], "homo_energy_ev": [-8.56, -8.55], "charge": 0}

[3]
{"formula": "C4H7NO", "method": "ωB97M-V/def2-TZVPD", "symbols": ["C", "C", "C", "C", "N", "O", "H", "H", "H", "H", "H", "H", "H"], "positions_angstrom": [[-0.53541, -0.50808, -0.10757], [0.71521, -0.27746, 0.00778], [0.15012, 0.72203, -0.84568], [-1.85973, -1.12100, 0.15271], [3.19172, 0.01730, 0.21391], [2.08854, -0.83060, 0.58772], [0.30887, 0.80494, -1.84430], [0.05648, 1.66848, -0.48484], [-2.17421, -1.85786, -0.72509], [-2.77674, -0.41229, 0.17068], [-1.70288, -1.70884, 1.03622], [3.68998, -0.37156, -0.59349], [2.73246, 0.83926, -0.16425]], "forces_ev_per_a": [[-0.5, 1.0, -0.4], [4.2, -3.0, 1.8], [-0.2, -1.4, 1.5], [-1.4, -0.5, -2.5], [-0.5, 0.3, 0.0], [-3.2, 1.4, -1.7], [0.4, -0.7, -3.3], [-0.7, 2.7, 1.6], [0.9, 1.3, 1.7], [1.9, -0.9, 0.4], [-0.6, -0.3, 0.6], [-0.5, -0.5, 0.2], [0.2, 0.4, 0.1]], "e_above_lowest_kj_mol": 623.4, "homo_lumo_gap_ev": 9.7, "e_lumo_ev": 0.854, "smiles": "CC1=C(ON)C1", "homo_energy_ev": -8.80, "charge": 0}

[4]
{"formula": "C4H7NO", "method": "ωB97M-V/def2-TZVPD", "symbols": ["C", "N", "C", "C", "C", "O", "H", "H", "H", "H", "H", "H", "H"], "positions_angstrom": [[-1.63798, -0.39086, -0.11815], [-1.55553, 0.98386, 0.33024], [-0.53221, 0.48994, -0.58077], [0.71258, -0.30586, -0.30188], [1.96734, 0.10134, 0.31261], [0.95610, -0.56713, 1.06488], [-1.34828, -1.13943, 0.62888], [-2.37723, -0.72852, -0.82811], [-1.29738, 1.04091, 1.30909], [-0.56758, 1.01396, -1.53866], [0.70664, -1.17290, -0.96996], [2.87894, -0.49061, 0.21607], [2.09459, 1.16530, 0.47577]], "forces_ev_per_a": [[-0.4, -0.2, -0.2], [0.2, 0.2, 0.3], [0.0, -0.5, -0.3], [0.2, 0.0, -0.1], [0.3, 0.3, 0.0], [0.0, -0.1, 0.3], [0.0, 0.2, -0.5], [-0.6, 0.4, 0.2], [0.3, -0.1, -0.1], [0.0, -0.5, 0.1], [0.3, 0.0, 0.3], [-0.2, 0.2, -0.3], [0.1, 0.0, 0.4]], "e_above_lowest_kj_mol": 347.6, "homo_lumo_gap_ev": 10.6, "e_lumo_ev": 1.139, "smiles": "C1N[C@H]1[C@H]1CO1", "homo_energy_ev": -9.51, "charge": 0}

[5]
{"formula": "C4H7NO", "method": "ωB97M-V/def2-TZVPD", "symbols": ["O", "C", "C", "C", "C", "N", "H", "H", "H", "H", "H", "H", "H"], "positions_angstrom": [[-2.23830, 0.58703, 0.60836], [-1.13174, 0.13315, 0.49618], [0.24163, 0.60279, 1.02368], [1.19491, 0.08365, -0.08045], [0.10857, -0.39272, -1.02463], [-0.78077, -1.14635, -0.14736], [0.36040, 1.66799, 1.23572], [0.31394, 0.03821, 1.95684], [1.76757, 0.86699, -0.58054], [1.88057, -0.68809, 0.28301], [-0.49722, 0.63032, -1.09626], [0.33196, -0.82593, -2.00215], [-1.55151, -1.55703, -0.67241]], "forces_ev_per_a": [[0.6, -0.1, 0.1], [-0.8, -1.5, 1.7], [-0.1, 0.0, 0.2], [0.0, 0.1, -0.1], [-0.3, 1.7, -0.8], [-0.7, 0.8, 0.2], [-0.4, -0.2, -0.1], [0.3, 0.2, 0.0], [0.0, 0.1, 0.3], [-0.2, 0.0, -0.2], [1.5, -1.4, -2.0], [0.1, 0.0, 0.3], [-0.1, 0.4, 0.3]], "e_above_lowest_kj_mol": 173.8, "homo_lumo_gap_ev": 10.6, "e_lumo_ev": 1.045, "homo_energy_ev": -9.57, "charge": 0}

[6]
{"formula": "C4H7NO", "method": "ωB97M-V/def2-TZVPD", "symbols": ["C", "C", "C", "N", "C", "O", "H", "H", "H", "H", "H", "H", "H"], "positions_angstrom": [[1.39425, -0.67580, -0.09428], [0.07109, 0.03178, -0.25510], [-0.17406, 1.32073, 0.44527], [-0.26188, 0.52083, -1.51486], [-1.08934, -0.76460, 0.42612], [-2.20556, -0.88067, 0.00376], [1.39149, -1.58459, -0.70196], [2.21882, -0.03356, -0.40916], [1.54102, -0.93263, 0.96110], [-0.76293, 1.27866, 1.37750], [-0.09297, 2.29619, -0.00960], [-1.26582, 0.60988, -1.62779], [-0.76410, -1.18621, 1.39900]], "forces_ev_per_a": [[0.1, 0.0, 0.0], [-0.9, -0.1, 0.7], [-0.1, 0.4, 1.1], [0.2, 0.4, -1.0], [0.2, -0.4, -0.2], [0.5, 0.1, 0.1], [0.1, 0.0, 0.1], [-0.1, -0.1, 0.0], [0.0, 0.0, -0.2], [-0.1, 0.2, -0.6], [0.6, -0.1, -0.1], [-0.4, -0.4, 0.2], [-0.2, -0.1, 0.1]], "e_above_lowest_kj_mol": 462.1, "homo_lumo_gap_ev": [8.9, 9.2], "e_lumo_ev": [-0.251, -0.423], "homo_energy_ev": [-9.12, -9.58], "charge": 0}

[7]
{"formula": "C4H7NO", "method": "ωB97M-V/def2-TZVPD", "symbols": ["C", "C", "C", "N", "C", "O", "H", "H", "H", "H", "H", "H", "H"], "positions_angstrom": [[-0.15269, 0.00001, -0.06824], [0.51398, -1.27864, 0.35640], [0.51400, 1.27860, 0.35651], [-0.92217, 0.00006, -1.49209], [-1.53646, 0.00001, -0.32869], [-2.55965, -0.00002, 0.28616], [0.01889, 0.00017, -1.93629], [0.34882, -1.45030, 1.42466], [1.59297, 1.23222, 0.17861], [0.12006, -2.14104, -0.19132], [1.59311, -1.23186, 0.17961], [0.34983, 1.44959, 1.42503], [0.11932, 2.14121, -0.19034]], "forces_ev_per_a": [[0.8, 0.0, 1.4], [0.2, -0.2, -0.3], [0.2, 0.2, -0.3], [2.0, 0.0, -1.8], [0.3, 0.0, 2.2], [-1.4, 0.0, -1.0], [-1.9, 0.0, -0.3], [0.0, 0.1, -0.1], [0.0, 0.0, 0.1], [0.0, 0.2, 0.1], [0.0, 0.0, 0.1], [0.0, -0.1, -0.1], [0.0, -0.2, 0.1]], "e_above_lowest_kj_mol": 314.5, "homo_lumo_gap_ev": 10.1, "e_lumo_ev": 0.703, "smiles": "CC1(C)NC1=O", "homo_energy_ev": -9.39, "charge": 0}

[8]
{"formula": "C4H7NO", "method": "ωB97M-V/def2-TZVPD", "symbols": ["C", "C", "C", "C", "H", "H", "H", "H", "H", "H", "H", "N", "O"], "positions_angstrom": [[-0.91171, 1.05976, 0.06743], [0.18593, 0.25506, 0.67844], [1.42685, 0.26357, -0.36164], [0.50765, -0.83900, -0.20142], [-1.31897, -1.03788, 0.42727], [-0.81620, 2.17243, -0.21037], [0.50816, 0.30954, 1.80190], [2.49537, 0.02092, -0.00424], [1.10251, 0.91005, -1.24850], [-0.07328, -1.31964, -1.14588], [1.04635, -1.56127, 0.48260], [-1.99603, 0.55521, -0.29586], [-2.15666, -0.78875, 0.01027]], "forces_ev_per_a": [[1.1, 2.8, 0.6], [1.5, 2.9, 0.6], [-0.1, 1.3, -0.1], [1.2, -5.7, -1.0], [-0.3, -0.5, 0.2], [0.0, -1.8, 0.6], [-1.1, -0.4, -2.3], [-1.8, 1.2, -0.8], [1.5, -0.7, 1.4], [1.1, 1.4, 2.8], [-0.9, -0.3, -1.5], [-1.6, -0.9, -0.5], [-0.5, 0.6, 0.0]], "e_above_lowest_kj_mol": 485.5, "homo_lumo_gap_ev": 10.9, "e_lumo_ev": 0.883, "smiles": "O/N=C\\C1CC1", "homo_energy_ev": -9.98, "charge": 0}